# 1
{
  "formula": "C4H7ClN2",
  "method": "ωB97M-V/def2-TZVPD",
  "symbols": ["C", "C", "C", "C", "N", "N", "Cl", "H", "H", "H", "H", "H", "H", "H"],
  "coordinates": [[1.75, 0.48, -0.65], [0.67, -0.21, -0.21], [-0.50, 0.47, 0.06], [0.72, -1.69, 0.09], [-2.11, -0.80, 0.51], [-0.99, 1.65, 0.03], [-3.23, 0.28, 0.93], [2.74, 0.23, -1.00], [1.70, 1.62, -0.65], [-0.26, -2.22, -0.23], [0.67, -1.75, 1.20], [1.53, -2.30, -0.16], [-0.74, 2.64, -0.25], [-1.94, 1.60, 0.33]],
  "nbo_charge": [-0.258, -0.158, 0.445, -0.639, -0.680, -0.723, 0.117, 0.213, 0.175, 0.262, 0.237, 0.222, 0.409, 0.376],
  "total_charge": 0,
  "gap_ha": [0.236, 0.236],
  "e_above_lowest_kj_mol": 692.3,
  "homo_ev": [-6.99, -6.99]
}

# 2
{
  "formula": "C4H7ClN2",
  "method": "ωB97M-V/def2-TZVPD",
  "symbols": ["C", "C", "C", "C", "N", "N", "Cl", "H", "H", "H", "H", "H", "H", "H"],
  "coordinates": [[-1.50, -0.38, -1.17], [-0.29, 0.04, -0.70], [0.36, -0.47, 0.98], [0.65, 0.95, -1.37], [1.52, -0.82, 0.76], [-0.48, -0.13, 1.98], [2.39, -1.35, 2.25], [-1.54, -0.11, -2.20], [-2.24, -0.96, -0.71], [0.73, 0.66, -2.40], [1.65, 0.73, -0.88], [0.37, 2.07, -1.11], [-1.44, -0.22, 1.63], [-0.17, 0.00, 2.95]],
  "nbo_charge": [-0.469, 0.083, 0.437, -0.701, -0.460, -0.849, -0.015, 0.204, 0.209, 0.228, 0.257, 0.233, 0.417, 0.426],
  "total_charge": 0,
  "gap_ha": 0.373,
  "e_above_lowest_kj_mol": 375.4,
  "homo_ev": -9.39
}

# 3
{
  "formula": "C4H7ClN2",
  "method": "ωB97M-V/def2-TZVPD",
  "symbols": ["C", "C", "C", "C", "H", "H", "H", "H", "H", "H", "H", "N", "N", "Cl"],
  "coordinates": [[2.15, -0.11, -0.02], [0.64, -0.21, 0.02], [-1.49, 0.96, 0.13], [-2.21, -0.20, -0.23], [2.97, -0.10, 1.07], [2.69, -1.11, -0.82], [2.25, 0.93, -0.47], [0.56, -2.00, 0.39], [0.44, 1.91, -0.60], [-2.11, 1.84, 0.31], [-1.67, -1.31, -0.07], [-0.09, -1.30, 0.10], [-0.08, 0.92, 0.14], [-4.04, -0.22, 0.04]],
  "nbo_charge": [-0.674, 0.396, -0.124, -0.234, 0.266, 0.246, 0.218, 0.346, 0.372, 0.230, 0.333, -0.712, -0.552, -0.110],
  "total_charge": 0,
  "gap_ha": 0.317,
  "e_above_lowest_kj_mol": 606.1,
  "homo_ev": -8.55
}

# 4
{
  "formula": "C4H7ClN2O2",
  "method": "ωB97M-V/def2-TZVPD",
  "symbols": ["C", "C", "C", "C", "H", "H", "H", "H", "H", "H", "H", "N", "N", "O", "O", "Cl"],
  "coordinates": [[-0.73, -0.85, 1.67], [0.29, 0.24, 1.37], [-0.47, 0.55, -1.03], [0.18, -0.68, -1.67], [-0.76, -1.51, 0.79], [-0.36, -1.39, 2.68], [-1.78, -0.37, 1.82], [-1.53, 0.28, -0.64], [-0.39, 1.46, -1.68], [1.22, -0.42, -2.00], [0.30, -1.51, -0.99], [0.32, 0.92, 0.14], [1.40, 1.79, -0.24], [1.00, 0.68, 2.24], [2.12, 2.22, 0.57], [-0.81, -1.42, -3.02]],
  "nbo_charge": [-0.723, 0.650, -0.256, -0.370, 0.220, 0.270, 0.251, 0.224, 0.247, 0.229, 0.208, -0.358, 0.252, -0.537, -0.233, -0.076],
  "total_charge": 0,
  "gap_ha": 0.347,
  "e_above_lowest_kj_mol": 70.9,
  "homo_ev": -9.35
}

# 5
{
  "formula": "C4H7ClN2OS",
  "method": "ωB97M-V/def2-TZVPD",
  "symbols": ["C", "C", "C", "C", "N", "N", "O", "S", "Cl", "H", "H", "H", "H", "H", "H", "H"],
  "coordinates": [[0.51, -1.86, 0.37], [-1.16, -0.44, -0.64], [-1.23, 1.91, -0.19], [-0.54, -1.69, -0.49], [1.18, -0.82, 0.87], [-0.59, 0.64, -0.24], [1.54, 1.71, 0.80], [1.42, 0.61, -0.11], [3.53, -0.02, -0.25], [0.78, -2.85, 0.72], [-2.18, -0.42, -1.02], [-1.14, 2.43, -1.14], [-0.71, 2.50, 0.57], [-2.29, 1.82, 0.06], [-1.05, -2.56, -0.86], [1.92, -0.97, 1.54]],
  "nbo_charge": [0.128, 0.147, -0.437, -0.429, -0.767, -0.503, -0.940, 1.566, -0.482, 0.216, 0.190, 0.207, 0.242, 0.200, 0.231, 0.432],
  "total_charge": 0,
  "gap_ha": 0.313,
  "e_above_lowest_kj_mol": 0.0,
  "homo_ev": -8.72
}

# 6
{
  "formula": "C4H7ClN2S",
  "method": "ωB97M-V/def2-TZVPD",
  "symbols": ["C", "C", "C", "C", "H", "H", "H", "H", "H", "H", "H", "N", "N", "S", "Cl"],
  "coordinates": [[1.82, -0.20, -0.32], [-0.29, 0.03, 1.05], [-0.78, 0.94, 1.91], [-0.84, -1.22, 0.64], [0.82, 2.85, 0.36], [2.65, 0.40, -1.00], [3.20, -1.69, -0.19], [-1.55, 0.71, 2.71], [-0.10, 1.85, 2.11], [-0.18, -2.08, 0.60], [-1.55, -1.44, 1.42], [0.71, 0.54, 0.07], [2.11, -1.42, 0.03], [0.24, 2.09, -0.55], [-1.54, -1.49, -1.03]],
  "nbo_charge": [0.293, 0.129, -0.373, -0.421, 0.088, 0.170, 0.367, 0.228, 0.213, 0.277, 0.223, -0.616, -0.739, 0.240, -0.080],
  "total_charge": 0,
  "gap_ha": 0.346,
  "e_above_lowest_kj_mol": 276.5,
  "homo_ev": -9.07
}

# 7
{
  "formula": "C4H7ClNO",
  "method": "ωB97M-V/def2-TZVPD",
  "symbols": ["C", "C", "C", "C", "N", "O", "Cl", "H", "H", "H", "H", "H", "H", "H"],
  "coordinates": [[-1.32, -0.24, 0.99], [-1.85, 0.17, -0.12], [0.15, -0.60, 1.22], [0.76, 0.01, -1.24], [1.14, -0.04, 0.14], [0.90, 1.35, -1.74], [-3.09, 0.94, -0.79], [-1.97, -0.65, 1.78], [0.27, -0.08, 2.15], [0.23, -1.75, 1.30], [0.94, -0.74, -1.91], [1.60, 0.87, 0.40], [1.99, -0.65, 0.26], [0.24, 1.42, -2.42]],
  "nbo_charge": [-0.363, -0.026, -0.233, 0.266, -0.586, -0.678, 0.222, 0.261, 0.255, 0.255, 0.195, 0.473, 0.448, 0.510],
  "total_charge": 1,
  "gap_ha": [0.286, 0.334],
  "e_above_lowest_kj_mol": 426.6,
  "homo_ev": [-12.37, -13.33]
}

# 8
{
  "formula": "C4H7ClNO",
  "method": "ωB97M-V/def2-TZVPD",
  "symbols": ["C", "C", "C", "C", "N", "O", "Cl", "H", "H", "H", "H", "H", "H", "H"],
  "coordinates": [[0.70, 1.34, 0.19], [0.25, -1.97, 0.06], [-0.41, 0.42, 0.01], [-0.57, -0.91, 0.75], [-0.09, 3.80, -1.22], [0.36, 3.50, -2.21], [2.13, 1.31, 0.89], [1.27, -1.83, 0.37], [0.18, -3.00, 0.50], [-0.04, -2.04, -1.01], [-1.23, 1.04, 0.12], [-0.57, 0.27, -1.00], [-1.59, -1.11, 0.79], [-0.41, -0.81, 1.77]],
  "nbo_charge": [0.080, -0.635, -0.591, -0.408, 0.526, 0.018, 0.298, 0.218, 0.245, 0.220, 0.287, 0.295, 0.227, 0.220],
  "total_charge": 1,
  "gap_ha": [0.209, 0.208],
  "e_above_lowest_kj_mol": 625.4,
  "homo_ev": [-12.79, -12.79]
}

Largest force on an atom values, unit Eh/bohr, following the record order: 0.1049; 0.1120; 0.1448; 0.0585; 0.0230; 0.0768; 0.1003; 0.0955.